DFT (the ωB97M-V functional and the def2-TZVPD basis) results for 2 unconnected molecules or ions with the total composition C21H19NO5.

Geometry (Å):
1 C 1.10744 -2.13812 0.40911
2 C 0.42669 -1.50212 1.69751
3 C 0.34236 0.06235 1.64396
4 C 1.20060 0.90581 2.50770
5 C 1.12735 2.37134 2.51961
6 C 0.18853 3.07633 1.61514
7 C -0.64756 2.24224 0.77300
8 C -0.60187 0.75618 0.76632
9 C -1.62179 0.03359 -0.18310
10 O -1.39499 -1.00244 -0.75843
11 C -2.99743 0.77712 -0.33017
12 C -3.05078 2.13959 -0.30670
13 C -4.35866 2.98114 -0.39941
14 C -5.67531 2.19971 -0.02648
15 C -5.61015 1.53429 1.41379
16 N -5.79902 0.08842 1.49003
17 O -5.38126 2.14594 2.42759
18 C -1.69534 2.92551 -0.17616
19 O -1.45088 3.94521 -0.77363
20 H 1.86213 -2.93128 0.65680
21 H 1.58576 -1.32791 -0.20537
22 H 0.31145 -2.66706 -0.18866
23 H 1.11341 -1.74545 2.56141
24 H -0.57201 -1.97511 1.92160
25 H 1.90984 0.37931 3.19425
26 H 1.75081 3.00871 3.18876
27 H 0.11500 4.18405 1.60421
28 H -3.94903 0.19264 -0.41298
29 H -4.25638 3.83027 0.34077
30 H -4.50514 3.47872 -1.39885
31 H -6.57254 2.86902 -0.09605
32 H -5.80847 1.37534 -0.77702
33 H -5.99602 -0.24939 0.54095
34 H -4.92547 -0.36931 1.76610
35 O 6.71139 -3.24773 -4.41790
36 C 6.07277 -2.96563 -3.42510
37 C 5.75798 -1.55874 -3.08703
38 C 5.05900 -1.25024 -1.99621
39 C 4.56574 -2.30018 -1.07620
40 O 3.92655 -2.01793 -0.08271
41 C 4.88023 -3.70692 -1.41402
42 C 5.57912 -4.01569 -2.50471
43 H 6.12564 -0.80399 -3.77076
44 H 4.82005 -0.22750 -1.73287
45 H 4.51242 -4.46168 -0.73019
46 H 5.81784 -5.03840 -2.76789

Summary:
- Structure (SMILES): CCc1cccc2c1C(=O)C=C(CCC(N)=O)C2=O.O=C1C=CC(=O)C=C1
- Frontier orbital gap: 7.78 eV
- Calculated total energy: -1242.4770 a.u.

These are the natural (NBO) partial charges, in e, on atoms 1 to 8: -0.61, -0.44, 0.05, -0.21, -0.19, -0.19, -0.11, -0.14



DFT (the ωB97M-V functional and the def2-TZVPD basis) results for a molecular structure, C21H20AsFN3O3PtS3.

Geometry (Å):
1 Pt -0.41806 -0.15178 0.93336
2 C 1.61058 7.27562 0.90499
3 C 0.24080 6.61028 0.82093
4 C -0.82361 7.30903 1.65557
5 C -0.50016 7.19909 3.13945
6 C -0.26593 5.76027 3.51920
7 C -0.45926 5.32666 4.80987
8 C -0.27137 3.98647 5.13615
9 F -0.47644 3.61726 6.42079
10 C 0.08307 3.05542 4.20699
11 C 0.29706 3.47242 2.88541
12 C 0.63361 2.46771 1.86963
13 O 0.57625 1.26010 2.20163
14 C 0.95728 2.97007 0.57424
15 C 0.74967 4.28989 0.32460
16 N 0.33295 5.20201 1.22885
17 C 0.13199 4.82070 2.54277
18 C 1.57594 2.15016 -0.56213
19 O 1.34294 2.55425 -1.71426
20 O 2.29417 1.19001 -0.20026
21 H 1.54386 8.32202 0.60209
22 H 2.31782 6.77043 0.24705
23 H 2.00917 7.23101 1.91924
24 H -0.08406 6.59726 -0.22035
25 H -1.79019 6.84161 1.45471
26 H -0.88977 8.35334 1.34694
27 H -1.31686 7.60361 3.73891
28 H 0.38444 7.79782 3.37578
29 H -0.77566 6.01827 5.58112
30 H 0.19012 2.00791 4.45041
31 H 0.92108 4.65176 -0.68245
32 S -1.81906 -1.45033 -0.27823
33 C -2.96552 -0.15707 -0.29085
34 S -2.30555 1.15664 0.61572
35 C -4.18903 -0.17152 -0.92171
36 C -5.05764 0.95451 -0.86133
37 N -5.76363 1.86485 -0.81363
38 C -4.61833 -1.31265 -1.65608
39 N -4.96490 -2.23831 -2.24994
40 C 1.16649 -0.72317 -2.25792
41 As 2.17868 -1.56159 -0.86385
42 C 4.02810 -1.03300 -0.89055
43 C 2.29999 -3.38446 -1.51237
44 S 1.34018 -1.73044 1.09647
45 H 0.33412 -1.38402 -2.49683
46 H 1.82852 -0.60221 -3.11569
47 H 0.80838 0.25220 -1.94883
48 H 4.41628 -1.19307 -1.89687
49 H 4.56180 -1.66319 -0.18058
50 H 4.07532 0.01297 -0.60926
51 H 2.74957 -3.40061 -2.50580
52 H 1.29303 -3.79561 -1.55302
53 H 2.89948 -3.97625 -0.82276

Summary:
- Frontier orbital gap: 6.91 eV
- Total charge: -1
- Calculated total energy: -4851.9311 a.u.

These are the natural (NBO) partial charges, in e, on atoms 1 to 8: 0.47, -0.62, -0.02, -0.40, -0.42, -0.04, -0.24, 0.37



DFT (the ωB97M-V functional and the def2-TZVPD basis) results for a molecular structure, C21H20BaN3O9S2.

Geometry (Å):
1 Ba 0.49573 -0.82141 -0.86951
2 O -0.42058 -2.29744 -2.81686
3 S -0.14415 -3.59086 -2.17953
4 O -1.03179 -4.66216 -2.53522
5 O 0.02136 -3.37332 -0.73016
6 C 1.53804 -4.11078 -2.72320
7 C 1.53965 -5.43480 -3.13586
8 C 2.69676 -6.11209 -3.50548
9 C 3.90139 -5.45077 -3.46412
10 C 3.92683 -4.12118 -3.05813
11 C 2.78708 -3.42535 -2.68453
12 S 3.20164 -1.71821 -2.15158
13 O 2.24551 -0.84497 -2.84081
14 O 4.58638 -1.51022 -2.47161
15 O 2.90350 -1.70457 -0.70328
16 H 0.59210 -5.95193 -3.16648
17 H 2.63477 -7.14733 -3.81593
18 H 4.82426 -5.94389 -3.74177
19 H 4.86841 -3.59252 -3.03323
20 C -1.73941 2.87425 -3.84808
21 C -1.70239 4.08501 -2.92558
22 C -1.85605 3.72540 -1.43657
23 C -1.80138 5.01094 -0.58988
24 C -1.92668 4.75647 0.90685
25 C -3.21550 3.09495 -1.23965
26 O -4.25488 3.66951 -1.50424
27 N -3.22212 1.82606 -0.73765
28 C -2.10448 1.04345 -0.40746
29 O -2.28321 -0.11170 -0.02724
30 N -0.87456 1.59000 -0.50414
31 C -0.67781 2.82490 -1.02509
32 O 0.44673 3.28844 -1.16316
33 H -1.60809 3.17258 -4.88881
34 H -2.69128 2.34287 -3.77862
35 H -0.94006 2.16916 -3.61110
36 H -2.50176 4.78362 -3.18153
37 H -0.74737 4.60258 -3.02464
38 H -2.60555 5.66554 -0.93208
39 H -0.84776 5.49198 -0.81078
40 H -2.88535 4.29481 1.15503
41 H -1.85902 5.69021 1.46736
42 H -1.13257 4.09716 1.26263
43 H -4.12248 1.37960 -0.63367
44 N 0.50053 -0.71922 2.60831
45 C 0.48675 -0.72556 3.75531
46 C 0.46879 -0.72909 5.19082
47 C -0.18001 0.29288 5.87938
48 C -0.18838 0.28030 7.26436
49 C 0.44472 -0.74225 7.95602
50 C 1.08981 -1.75973 7.26643
51 C 1.10533 -1.75883 5.88195
52 H -0.66995 1.08252 5.32664
53 H -0.69147 1.07192 7.80332
54 H 0.43541 -0.74656 9.03824
55 H 1.58254 -2.55702 7.80648
56 H 1.60205 -2.54338 5.32813

Summary:
- Frontier orbital gap: 8.52 eV
- Total charge: -1
- Calculated total energy: -2475.8686 a.u.

These are the natural (NBO) partial charges, in e, on atoms 1 to 8: 1.87, -1.06, 2.39, -0.97, -1.07, -0.21, -0.24, -0.21



DFT (the ωB97M-V functional and the def2-TZVPD basis) results for a molecular structure, C21H20BaN3O9S2.

Geometry (Å):
1 Ba 0.02442 -1.25960 1.77391
2 O -0.24194 -2.99145 3.79105
3 S -1.38949 -3.67326 3.18195
4 O -2.31629 -4.24840 4.11687
5 O -2.01253 -2.78846 2.18119
6 C -0.66928 -5.08038 2.24636
7 C -1.25245 -6.28019 2.62704
8 C -0.86013 -7.50923 2.10994
9 C 0.15812 -7.55167 1.18751
10 C 0.75463 -6.36275 0.78439
11 C 0.37214 -5.12277 1.27479
12 S 1.30237 -3.77084 0.44957
13 O 1.94956 -2.98127 1.50876
14 O 2.21696 -4.40480 -0.45780
15 O 0.25837 -2.95759 -0.18973
16 H -2.03755 -6.24260 3.36747
17 H -1.35426 -8.41279 2.44401
18 H 0.49808 -8.49017 0.76826
19 H 1.54702 -6.38618 0.05100
20 C -0.40890 3.84858 -2.03976
21 C 0.24978 2.87727 -3.00939
22 C 1.06808 1.77900 -2.31056
23 C 1.61919 0.79672 -3.36475
24 C 2.44767 -0.33440 -2.76818
25 C 2.24343 2.43463 -1.61784
26 O 3.03306 3.16185 -2.19149
27 N 2.38493 2.15938 -0.28787
28 C 1.54685 1.35174 0.49726
29 O 1.85523 1.16963 1.67678
30 N 0.43389 0.83638 -0.05412
31 C 0.14482 0.98554 -1.37061
32 O -0.85643 0.48684 -1.86547
33 H -0.97066 4.61666 -2.57494
34 H 0.33734 4.35948 -1.42508
35 H -1.10252 3.33374 -1.37172
36 H 0.93003 3.41604 -3.67222
37 H -0.50314 2.37960 -3.62145
38 H 2.21111 1.37395 -4.07892
39 H 0.75232 0.38765 -3.88526
40 H 3.33267 0.04286 -2.25020
41 H 2.79121 -1.01413 -3.54853
42 H 1.86404 -0.92649 -2.05978
43 H 3.18787 2.55748 0.17767
44 N -1.24328 1.20705 3.00306
45 C -1.49753 2.14494 2.39199
46 C -1.77953 3.32941 1.63025
47 C -2.87904 3.35748 0.77684
48 C -3.13248 4.50159 0.03863
49 C -2.29500 5.60258 0.15024
50 C -1.19468 5.56526 0.99559
51 C -0.92955 4.42763 1.73874
52 H -3.51318 2.48648 0.68635
53 H -3.97928 4.52778 -0.63392
54 H -2.49407 6.49119 -0.43492
55 H -0.53417 6.41909 1.06690
56 H -0.06782 4.37390 2.39012

Summary:
- Frontier orbital gap: 8.75 eV
- Total charge: -1
- Calculated total energy: -2475.8799 a.u.

These are the natural (NBO) partial charges, in e, on atoms 1 to 8: 1.86, -1.06, 2.40, -0.97, -1.07, -0.34, -0.20, -0.21



DFT (the ωB97M-V functional and the def2-TZVPD basis) results for a molecular structure, C21H20BrN3O2Pd.

Geometry (Å):
1 Pd 1.34601 0.12997 -0.65396
2 C -4.33574 0.63040 -2.28298
3 C -3.01139 0.18703 -2.90612
4 C -2.42714 -1.06016 -2.27655
5 C -3.03570 -2.26772 -2.61306
6 C -2.52183 -3.48421 -2.21135
7 C -1.33607 -3.50715 -1.49549
8 C -0.69744 -2.33258 -1.13114
9 C 0.59648 -2.46285 -0.35685
10 C 0.41730 -2.36554 1.15548
11 C -1.28201 -1.09897 -1.46310
12 N -0.61599 0.07278 -1.02195
13 C -1.21508 1.19550 -0.72350
14 C -0.40133 2.30072 -0.43717
15 C -0.59882 3.62888 -0.04310
16 C 0.66995 4.17456 0.12899
17 C 1.60189 3.16090 -0.15397
18 N 0.95509 2.05320 -0.50275
19 H -4.73698 1.50021 -2.80367
20 H -4.23221 0.88744 -1.22698
21 H -5.07474 -0.16939 -2.34225
22 H -2.29225 1.00509 -2.90012
23 H -3.18785 -0.04092 -3.95989
24 H -3.91880 -2.24002 -3.24141
25 H -3.01120 -4.40711 -2.49200
26 H -0.88500 -4.45428 -1.22336
27 H 1.39489 -1.77765 -0.73548
28 H 1.04745 -3.42274 -0.61529
29 H -0.04725 -1.42212 1.43918
30 H 1.37316 -2.44811 1.67303
31 H -0.23005 -3.17728 1.49104
32 H -2.29514 1.25931 -0.69475
33 H -1.54855 4.12164 0.08995
34 H 0.91005 5.18639 0.41054
35 H 2.67953 3.19424 -0.12548
36 Br -0.42159 0.91299 3.14456
37 C 1.47546 0.73927 3.15568
38 C 2.15439 0.85113 4.35809
39 C 3.53358 0.72604 4.31035
40 C 4.15859 0.51207 3.09256
41 C 3.37361 0.42305 1.95167
42 N 2.04508 0.52765 1.99538
43 C 4.05801 0.21133 0.60224
44 O 5.26904 0.09419 0.60621
45 O 3.33395 0.20430 -0.46695
46 H 1.62321 1.02758 5.28136
47 H 4.11399 0.80209 5.22071
48 H 5.22945 0.41883 2.99366

Summary:
- Frontier orbital gap: 7.44 eV
- Calculated total energy: -3828.8866 a.u.

These are the natural (NBO) partial charges, in e, on atoms 1 to 8: 0.96, -0.60, -0.43, -0.07, -0.14, -0.23, -0.20, -0.05



Highest occupied orbital energy values (in hartree) by entry order: -0.344 -0.178 -0.247 -0.249 -0.293.